# C2HF3I2

2 unconnected molecules or ions with the total composition C2HF3I2 at a distorted geometry (the ωB97M-V functional and the def2-TZVPD basis, the Open Molecules 2025 dataset).

Kohn-Sham gap in Ha: 0.28542
M in g/mol: 335.8
Energy relative to the best compared isomer or geometry (same formula, charge and spin) in kJ/mol: 39.0
Energy in eV: -26442.75091
Max |F| in Eh/bohr: 0.071
Total charge: 0

Positions of all 8 atoms, in Å:
C 0.5173 0.0219 -0.5809
F 1.5695 0.7318 -0.8244
F 0.2822 -0.6208 -2.7777
I -0.3608 3.3125 -2.4057
F -1.1374 -1.4841 -1.2108
C -0.0832 -0.6501 -1.4894
H 0.2545 0.0802 0.4715
I 1.9554 3.3848 -3.6649

Atomic forces in eV per Å
-0.3 0.4 3.1
1.9 1.4 -0.9
-0.6 -0.4 1.0
-0.1 0.0 0.0
1.5 1.3 -0.8
-2.0 -2.2 -2.0
-0.4 -0.5 -0.3
0.1 0.0 0.0